Record 1
{
  "formula": "C5H11NO",
  "method": "wB97M-V/def2-TZVPD",
  "species": ["C", "C", "N", "C", "O", "C", "C", "H", "H", "H", "H", "H", "H", "H", "H", "H", "H", "H"],
  "xyz": [[-1.457, 1.657, -0.812], [-0.643, 1.146, 0.387], [-0.273, -0.234, 0.309], [-0.850, -1.206, 1.069], [-0.534, -2.369, 1.009], [0.801, -0.622, -0.602], [2.068, -1.149, 0.094], [-1.322, 2.734, -0.927], [-2.513, 1.562, -0.637], [-1.199, 1.074, -1.694], [0.233, 1.781, 0.548], [-1.228, 1.349, 1.289], [-1.630, -0.763, 1.716], [0.443, -1.384, -1.285], [1.008, 0.259, -1.161], [1.911, -2.210, 0.271], [2.894, -0.983, -0.597], [2.291, -0.643, 1.024]],
  "charge": 0,
  "homo_ev": -9.26,
  "homo_lumo_gap_ev": 10.2,
  "multiplicity": 1,
  "de_lowest_kcal_mol": 16.50,
  "smiles": "CCN(C=O)CC"
}

=====

Record 2
{
  "formula": "C8H11O3",
  "method": "wB97M-V/def2-TZVPD",
  "species": ["O", "O", "H", "C", "C", "C", "C", "C", "C", "C", "C", "O", "H", "H", "H", "H", "H", "H", "H", "H", "H", "H"],
  "xyz": [[-0.477, 0.834, 4.761], [0.858, 1.139, 4.640], [-0.632, -0.058, 4.415], [-1.326, -2.227, 4.585], [-2.675, -1.859, 4.774], [-3.561, -2.373, 3.846], [-3.058, -2.970, 2.675], [-1.681, -2.997, 2.388], [-0.771, -2.513, 3.320], [0.702, -2.545, 3.132], [-4.013, -3.585, 1.698], [-0.431, -2.280, 5.595], [-2.992, -1.338, 5.670], [-4.640, -2.369, 4.063], [-1.309, -3.481, 1.486], [0.933, -2.953, 2.143], [1.219, -1.571, 3.155], [1.167, -3.223, 3.859], [-5.046, -3.473, 2.057], [-3.878, -3.118, 0.714], [-3.783, -4.649, 1.570], [-0.790, -1.992, 6.463]],
  "s_squared": 3.79,
  "charge": 0,
  "homo_ev": [-4.73, -9.19],
  "homo_lumo_gap_ev": [5.4, 7.1],
  "multiplicity": 4,
  "de_lowest_kcal_mol": 56.80
}

=====

Record 3
{
  "formula": "C30H31O11",
  "method": "wB97M-V/def2-TZVPD",
  "species": ["O", "H", "C", "C", "C", "C", "C", "C", "O", "O", "H", "H", "H", "H", "H", "H", "C", "C", "C", "C", "C", "C", "O", "O", "H", "H", "H", "H", "H", "H", "C", "C", "C", "C", "C", "C", "O", "O", "H", "H", "H", "H", "H", "H", "C", "C", "C", "C", "C", "C", "O", "O", "H", "H", "H", "H", "H", "H", "C", "C", "C", "C", "C", "C", "O", "O", "H", "H", "H", "H", "H", "H"],
  "xyz": [[-0.711, -0.143, 0.042], [-0.154, 0.567, -0.260], [-0.333, 3.171, -3.339], [0.496, 4.263, -3.486], [1.731, 4.202, -2.854], [2.092, 3.210, -1.946], [1.274, 2.076, -1.814], [0.051, 2.115, -2.502], [-0.846, 1.084, -2.418], [2.571, 5.289, -3.046], [-1.314, 3.091, -3.786], [0.297, 5.082, -4.163], [3.053, 3.151, -1.448], [1.447, 1.342, -1.041], [-0.871, 0.625, -1.526], [3.271, 5.279, -2.389], [-2.760, -3.769, -2.728], [-3.926, -3.797, -3.483], [-4.606, -2.643, -3.865], [-4.188, -1.437, -3.306], [-3.061, -1.403, -2.486], [-2.381, -2.549, -2.144], [-1.283, -2.464, -1.331], [-5.547, -2.624, -4.848], [-2.217, -4.699, -2.654], [-4.289, -4.771, -3.791], [-4.720, -0.523, -3.541], [-2.718, -0.430, -2.163], [-1.250, -1.588, -0.881], [-5.837, -1.740, -5.073], [1.907, -2.195, -2.013], [2.681, -2.794, -3.015], [3.989, -3.151, -2.753], [4.543, -2.801, -1.523], [3.784, -2.220, -0.513], [2.478, -1.829, -0.779], [1.827, -1.085, 0.134], [4.686, -3.854, -3.703], [0.894, -1.856, -2.184], [2.234, -3.029, -3.971], [5.590, -2.990, -1.310], [4.104, -1.958, 0.489], [0.837, -1.060, 0.118], [5.633, -3.704, -3.695], [-2.579, 2.351, 3.390], [-1.902, 3.243, 4.195], [-0.794, 3.939, 3.740], [-0.373, 3.712, 2.440], [-1.004, 2.748, 1.668], [-2.078, 2.031, 2.143], [-2.704, 1.058, 1.404], [-0.070, 4.644, 4.649], [-3.249, 1.716, 3.958], [-2.257, 3.403, 5.206], [0.534, 4.200, 2.101], [-0.605, 2.527, 0.685], [-2.008, 0.616, 0.842], [0.534, 5.320, 4.342], [0.312, -0.270, 3.619], [1.166, -0.036, 4.714], [1.396, -1.039, 5.622], [0.943, -2.313, 5.413], [0.161, -2.612, 4.294], [-0.101, -1.578, 3.397], [-0.736, -1.891, 2.243], [2.316, -0.842, 6.640], [0.228, 0.480, 2.845], [1.579, 0.953, 4.875], [1.139, -3.094, 6.137], [-0.225, -3.598, 4.084], [-0.611, -1.195, 1.568], [2.526, 0.083, 6.775]],
  "charge": -1,
  "homo_ev": -5.35,
  "homo_lumo_gap_ev": 7.7,
  "multiplicity": 1,
  "de_lowest_kcal_mol": 0.00
}

=====

Record 4
{
  "formula": "C11H19O6",
  "method": "wB97M-V/def2-TZVPD",
  "species": ["C", "C", "C", "C", "C", "C", "O", "C", "O", "O", "H", "H", "H", "H", "H", "H", "H", "H", "H", "H", "H", "H", "H", "C", "C", "C", "O", "C", "O", "O", "H", "H", "H", "H", "H", "H"],
  "xyz": [[-1.888, -2.460, -0.510], [-1.076, -2.125, -1.780], [-1.973, -2.109, -3.025], [-0.195, -0.864, -1.634], [0.985, -1.143, -0.698], [-0.937, 0.404, -1.137], [-2.266, 0.483, -1.585], [-3.329, 0.328, -0.624], [-4.379, 0.025, -1.169], [-2.985, 0.392, 0.559], [-1.648, -1.796, 0.325], [-2.960, -2.325, -0.684], [-1.715, -3.491, -0.184], [-0.366, -2.952, -1.940], [-1.371, -1.908, -3.920], [-2.747, -1.348, -2.946], [-2.431, -3.096, -3.165], [0.203, -0.646, -2.636], [1.436, -2.109, -0.956], [1.759, -0.377, -0.775], [0.629, -1.204, 0.335], [-0.396, 1.276, -1.526], [-0.899, 0.469, -0.046], [2.310, 0.849, 3.474], [2.680, 1.864, 2.423], [1.922, 3.178, 2.493], [1.869, 3.580, 1.123], [1.963, 2.467, 0.351], [1.782, 2.432, -0.820], [2.299, 1.402, 1.120], [1.277, 0.528, 3.332], [2.949, -0.030, 3.411], [2.416, 1.285, 4.468], [3.760, 2.041, 2.410], [2.421, 3.945, 3.080], [0.901, 3.035, 2.857]],
  "charge": -1,
  "homo_ev": -4.30,
  "homo_lumo_gap_ev": 6.8,
  "multiplicity": 1,
  "de_lowest_kcal_mol": 0.00
}

=====

Record 5
{
  "formula": "C14H12Br2N4O3SZn",
  "method": "wB97M-V/def2-TZVPD",
  "species": ["Zn", "N", "C", "C", "O", "N", "C", "C", "O", "O", "H", "H", "H", "H", "H", "H", "Br", "C", "C", "C", "N", "C", "C", "C", "C", "C", "Br", "C", "C", "N", "H", "H", "H", "H", "H", "H", "S"],
  "xyz": [[-0.518, -1.188, 0.943], [-0.709, 1.116, 1.720], [0.418, 1.288, 2.629], [0.831, -0.019, 3.325], [1.477, 0.069, 4.388], [0.455, -1.110, 2.688], [0.790, -2.396, 3.251], [0.258, -3.551, 2.378], [0.479, -4.702, 2.774], [-0.369, -3.231, 1.310], [-1.604, 1.118, 2.189], [-0.726, 1.771, 0.952], [1.279, 1.617, 2.042], [0.257, 2.036, 3.412], [1.872, -2.528, 3.367], [0.366, -2.523, 4.254], [3.895, -0.071, -4.011], [2.582, -0.252, -2.623], [2.989, -0.818, -1.395], [1.987, -0.935, -0.460], [0.719, -0.544, -0.607], [0.324, 0.068, -1.799], [1.326, 0.173, -2.854], [-0.941, 0.550, -2.012], [-1.368, 1.187, -3.252], [-2.265, 2.178, -3.165], [-2.903, 3.050, -4.758], [-2.904, 2.525, -1.920], [-2.796, 1.597, -0.930], [-1.971, 0.529, -1.000], [3.993, -1.162, -1.211], [2.210, -1.389, 0.503], [1.063, 0.625, -3.798], [-1.001, 0.866, -4.221], [-3.546, 3.386, -1.825], [-3.420, 1.630, -0.041], [-2.532, -0.959, -0.243]],
  "charge": -2,
  "homo_ev": -0.43,
  "homo_lumo_gap_ev": 4.6,
  "multiplicity": 1
}

=====

Record 6
{
  "formula": "C10H10BrFV",
  "method": "wB97M-V/def2-TZVPD",
  "species": ["C", "C", "C", "H", "C", "C", "H", "H", "H", "H", "V", "Br", "C", "C", "C", "H", "C", "C", "H", "H", "H", "H", "F"],
  "xyz": [[-1.947, -0.875, -1.097], [-1.747, -1.409, 0.210], [-1.597, -0.287, 1.110], [-1.843, -2.462, 0.503], [-1.640, 0.935, 0.356], [-1.792, 0.557, -1.034], [-1.923, 1.239, -1.859], [-2.253, -1.449, -1.968], [-1.480, -0.362, 2.192], [-1.502, 1.969, 0.737], [0.088, -0.319, -0.317], [0.922, -1.874, -2.043], [2.622, 0.709, -4.516], [1.507, 1.500, -4.920], [0.509, 0.620, -5.432], [1.440, 2.577, -4.863], [1.008, -0.705, -5.342], [2.315, -0.650, -4.788], [2.977, -1.487, -4.624], [3.548, 1.076, -4.088], [-0.438, 0.912, -5.842], [0.500, -1.595, -5.662], [1.268, 0.258, 1.009]],
  "s_squared": 2.02,
  "charge": -1,
  "homo_ev": [-2.28, -2.28],
  "homo_lumo_gap_ev": [4.4, 4.7],
  "multiplicity": 3
}